{"formula": "C43H24FFeN9OS", "method": "ωB97M-V/def2-TZVPD", "species": ["Fe", "C", "C", "C", "C", "C", "N", "C", "N", "C", "C", "C", "C", "C", "C", "C", "C", "N", "C", "N", "C", "N", "C", "N", "C", "N", "C", "C", "C", "C", "C", "C", "C", "C", "C", "C", "C", "C", "N", "C", "C", "H", "H", "H", "H", "H", "H", "H", "H", "H", "H", "H", "H", "H", "H", "H", "H", "O", "N", "C", "C", "C", "C", "C", "S", "H", "H", "H", "H", "F", "C", "C", "C", "C", "C", "C", "H", "H", "H", "H"], "coordinates": [[0.13579, 0.78878, 0.19012], [-5.15727, -1.77075, -2.55682], [-4.31501, -1.96034, -3.65938], [-3.05287, -1.38774, -3.70321], [-2.66747, -0.61365, -2.62087], [-1.39800, 0.03686, -2.27774], [-1.50376, 0.65674, -1.05495], [-2.72722, 0.35841, -0.56235], [-3.23811, 0.73037, 0.59282], [-2.47849, 1.25896, 1.53649], [-3.08516, 1.85449, 2.73922], [-4.40058, 1.96348, 3.15486], [-4.64142, 2.60472, 4.36314], [-3.58908, 3.12845, 5.12137], [-2.27287, 3.02120, 4.69148], [-2.04061, 2.36774, 3.49349], [-0.81654, 2.08866, 2.73059], [0.33611, 2.54873, 3.07736], [1.42033, 2.42947, 2.28642], [1.46508, 1.98578, 1.01114], [2.77801, 2.04822, 0.61161], [3.27132, 1.71307, -0.57594], [2.55553, 1.17947, -1.51696], [1.23095, 0.77106, -1.44154], [0.83493, 0.42823, -2.67502], [-0.36837, 0.00359, -3.07415], [1.94864, 0.53692, -3.61449], [2.05411, 0.27882, -4.97443], [3.28172, 0.49040, -5.58072], [4.37766, 0.96112, -4.84187], [4.26600, 1.22608, -3.48699], [3.03790, 0.99923, -2.87901], [3.59132, 2.59250, 1.66312], [4.95607, 2.86916, 1.77261], [5.41992, 3.39261, 2.96114], [4.54447, 3.64167, 4.03944], [3.19664, 3.36744, 3.93551], [2.72470, 2.83895, 2.73301], [-1.13719, 1.35452, 1.59913], [-3.50277, -0.42269, -1.53443], [-4.75722, -1.00411, -1.47398], [-6.12130, -2.26460, -2.53749], [-4.64663, -2.59096, -4.47593], [-2.37581, -1.55799, -4.53000], [-5.20000, 1.55189, 2.55277], [-5.65723, 2.70074, 4.72845], [-3.80849, 3.62324, 6.06040], [-1.44955, 3.42648, 5.26553], [1.19682, -0.07930, -5.53006], [3.40215, 0.29114, -6.63912], [5.32564, 1.11745, -5.34359], [5.10325, 1.59431, -2.90788], [5.62269, 2.66498, 0.94408], [6.47554, 3.61047, 3.07765], [4.94334, 4.04636, 4.96260], [2.51576, 3.54390, 4.75858], [-5.36844, -0.89770, -0.58892], [-0.97601, -2.08091, -0.87383], [-1.41030, -3.21961, -1.30009], [-0.84579, -3.71633, -2.42740], [-1.24451, -4.89235, -3.01427], [-2.28249, -5.60479, -2.41490], [-2.85232, -5.10378, -1.26878], [-2.44790, -3.89586, -0.65687], [-3.15828, -3.28412, 0.75787], [-0.06324, -3.07961, -2.81477], [-0.75289, -5.22919, -3.91645], [-2.63564, -6.53725, -2.83987], [-3.65911, -5.62693, -0.77352], [3.32727, -3.54790, 3.15629], [2.60307, -2.58327, 2.49631], [1.73019, -1.79492, 3.20815], [1.00877, -0.81898, 2.52467], [1.12961, -0.59655, 1.14709], [2.02459, -1.45302, 0.48499], [2.76208, -2.43627, 1.13705], [1.61033, -1.94813, 4.27373], [0.31395, -0.22529, 3.10724], [2.14037, -1.37643, -0.58899], [3.44332, -3.08553, 0.60003]], "forces_ev_per_angstrom": [[0.09, 1.66, -0.20], [0.03, -0.03, -0.10], [-0.08, 0.00, 0.07], [0.05, 0.04, 0.01], [-0.02, 0.02, -0.09], [0.00, 0.18, 0.17], [0.17, -1.07, 0.08], [-0.05, 0.18, 0.01], [-0.04, -0.19, 0.00], [0.13, 0.08, 0.18], [-0.01, -0.04, -0.09], [-0.03, 0.01, 0.02], [0.02, 0.00, 0.00], [0.00, -0.01, -0.01], [-0.02, 0.01, 0.04], [0.09, -0.02, -0.05], [-0.24, -0.08, -0.04], [0.16, -0.01, 0.04], [-0.15, 0.15, -0.04], [0.68, -0.43, 0.50], [-0.31, 0.08, -0.03], [0.14, 0.01, -0.01], [-0.14, -0.06, -0.03], [-0.14, -0.01, -0.12], [0.00, -0.01, 0.08], [0.07, -0.02, -0.13], [0.01, 0.00, -0.01], [-0.03, -0.01, -0.01], [0.05, 0.02, 0.03], [-0.04, -0.02, -0.04], [0.02, 0.00, 0.02], [-0.02, -0.01, -0.01], [0.06, 0.04, 0.02], [0.00, -0.01, -0.03], [-0.03, 0.02, 0.07], [0.05, -0.01, -0.06], [-0.01, 0.00, 0.00], [0.01, 0.04, 0.00], [-0.19, -0.07, -0.25], [-0.04, 0.08, 0.00], [0.03, 0.05, 0.05], [0.00, -0.01, 0.00], [0.00, -0.01, 0.00], [0.01, 0.00, -0.01], [0.00, 0.00, 0.00], [0.00, 0.00, 0.00], [0.00, 0.00, 0.00], [0.00, 0.00, 0.00], [0.00, 0.00, 0.00], [0.00, 0.00, 0.00], [0.00, 0.00, 0.00], [0.01, 0.00, 0.00], [0.00, 0.00, 0.00], [0.00, 0.00, 0.00], [0.00, 0.00, 0.00], [-0.01, 0.00, 0.00], [-0.01, -0.01, 0.00], [-0.09, -0.24, 0.24], [-0.04, 0.01, -0.14], [-0.01, -0.02, -0.02], [0.00, 0.01, 0.00], [0.00, 0.00, 0.01], [-0.01, -0.02, -0.01], [0.02, 0.07, 0.04], [0.02, -0.01, -0.05], [0.00, 0.01, 0.01], [0.01, 0.00, -0.01], [-0.01, -0.01, 0.00], [0.01, 0.01, -0.01], [0.00, 0.00, 0.00], [0.00, -0.01, 0.02], [0.01, -0.01, 0.02], [0.04, 0.03, -0.02], [-0.19, -0.36, -0.17], [-0.05, 0.01, 0.08], [0.03, 0.00, -0.01], [0.00, 0.00, 0.02], [-0.01, 0.02, 0.02], [0.00, -0.02, -0.04], [0.01, -0.02, -0.01]], "multiplicity": 1, "mol_weight_g_mol": 789.637, "max_force_ev_per_a": 1.7, "lumo_energy_ev": [3.67, 3.66], "total_charge": -2, "e_homo_ev": [-1.32, -1.31]}

=====

{"formula": "C5H13N3O2", "method": "ωB97M-V/def2-TZVPD", "species": ["C", "C", "C", "C", "C", "N", "N", "N", "O", "O", "H", "H", "H", "H", "H", "H", "H", "H", "H", "H", "H", "H", "H"], "coordinates": [[-0.04605, 1.91489, -0.11607], [3.01123, -0.64960, -0.24965], [-2.85431, -0.80352, -0.28306], [0.42525, 0.95466, 1.02011], [1.50770, -0.78393, -0.52843], [0.65458, -0.37413, 0.56200], [-2.91206, 0.64343, -0.27595], [-0.12740, -1.22472, 1.15402], [-3.87623, 1.28718, -0.68583], [0.01286, -2.42752, 0.84142], [0.72854, 1.99859, -0.90951], [-0.97812, 1.55358, -0.51512], [-0.56381, 2.85907, 0.35832], [3.51215, -0.98118, -1.17717], [3.35038, 0.46262, -0.14192], [3.28354, -1.26387, 0.62188], [-2.76922, -1.05704, -1.32711], [-3.82628, -1.16602, 0.19223], [-1.92328, -1.03579, 0.22345], [1.32899, 1.37486, 1.50440], [-0.48015, 0.88381, 1.70632], [1.23788, -0.22840, -1.45557], [1.30382, -1.93698, -0.51875]], "forces_ev_per_angstrom": [[-0.62, 0.77, 1.13], [0.25, 1.88, -0.47], [-2.07, 0.37, 0.39], [-1.39, 2.23, -0.08], [0.49, -1.71, 0.02], [-0.07, -0.21, -0.07], [-0.63, 3.01, -0.15], [0.28, -2.68, 0.10], [1.39, -2.54, 0.65], [-0.36, 1.49, 0.51], [-0.65, 0.75, 0.62], [0.08, -0.80, -0.59], [2.09, -1.13, -0.89], [0.01, -0.16, 0.63], [-0.63, -1.94, 0.19], [0.17, 0.39, -0.39], [-0.22, -0.54, -0.49], [1.40, -0.07, -0.68], [-0.65, -0.37, 0.16], [-0.55, -0.33, 0.03], [1.60, 0.06, -0.39], [-0.05, -0.66, 0.59], [0.13, 2.19, -0.83]], "smiles": "CCN(CC)N=O.CN=O", "multiplicity": 1, "mol_weight_g_mol": 147.178, "max_force_ev_per_a": 3.1, "lumo_energy_ev": [-0.18, -0.18], "total_charge": 0, "e_homo_ev": [-8.99, -8.99]}

=====

{"formula": "C11H17N2O2", "method": "ωB97M-V/def2-TZVPD", "species": ["C", "C", "C", "C", "C", "C", "C", "C", "C", "C", "C", "N", "N", "O", "O", "H", "H", "H", "H", "H", "H", "H", "H", "H", "H", "H", "H", "H", "H", "H", "H", "H"], "coordinates": [[2.70515, -1.12464, 0.49467], [-2.44552, -1.50055, 0.83309], [-3.32736, -0.64179, 0.03429], [-0.21581, -1.84561, -1.42404], [-0.40092, 3.00669, -0.39691], [-1.41005, 0.97132, 0.85762], [0.64191, -2.15609, -0.30260], [0.72054, 2.38967, 0.43861], [-1.81341, -0.27202, 0.15438], [-0.80054, -0.52606, -0.83809], [-0.42254, 1.53585, -0.09551], [3.94294, -0.60488, 0.30596], [1.78053, -1.40559, -0.43482], [-0.10164, 0.60079, -1.10775], [2.08221, 2.21300, 0.05750], [2.59030, -1.48870, 1.43515], [-2.51230, -1.31848, 1.94277], [-2.06060, -2.39355, 0.49002], [-3.83104, -0.86205, -0.86258], [-3.99299, -0.02822, 0.56618], [0.15759, -1.53189, -2.38275], [-0.94730, -2.60145, -1.63651], [-1.01039, 3.63285, 0.14308], [-0.30722, 3.31099, -1.48761], [-2.27068, 1.47009, 1.04467], [-0.96200, 0.67594, 1.86904], [0.46407, -2.53790, 0.74485], [0.70515, 2.56628, 1.54753], [4.46282, -0.23757, 1.08026], [4.40757, -0.49430, -0.61991], [1.95199, -1.29055, -1.50756], [2.21955, 2.48841, -0.94306]], "forces_ev_per_angstrom": [[1.56, 0.84, -2.42], [0.08, 2.75, 2.37], [0.96, 0.34, -0.28], [-2.96, 1.53, 1.17], [2.05, -1.02, -2.45], [2.24, -2.76, 1.51], [2.98, -0.07, 1.22], [0.35, -0.09, 0.21], [-1.63, -2.33, -0.23], [-1.38, -0.49, -1.41], [0.88, 1.64, 1.01], [-0.24, -0.18, -2.07], [1.46, -0.88, -2.14], [0.52, 0.17, -0.32], [-0.44, 0.76, -3.17], [-1.12, -0.73, 2.72], [-0.03, -0.82, -1.21], [0.30, -1.98, -0.50], [0.17, -0.92, -1.31], [-0.44, 0.95, 1.06], [1.14, -0.26, -0.26], [-0.66, -0.20, 0.13], [-1.63, 1.19, 1.04], [0.37, -0.44, 1.54], [-2.23, 2.37, 0.53], [-0.27, 0.61, -1.19], [-0.45, 0.34, -1.64], [-0.16, -0.02, -1.26], [-0.08, -0.09, 0.28], [-0.93, -0.01, 1.15], [0.23, 0.55, 2.81], [-0.63, -0.74, 3.13]], "multiplicity": 3, "mol_weight_g_mol": 209.269, "s2": 2.025, "max_force_ev_per_a": 3.9, "lumo_energy_ev": [-3.15, -4.41], "total_charge": 1, "e_homo_ev": [-9.00, -12.09]}

=====

{"formula": "C6H14O", "method": "ωB97M-V/def2-TZVPD", "species": ["C", "C", "C", "C", "C", "C", "O", "H", "H", "H", "H", "H", "H", "H", "H", "H", "H", "H", "H", "H", "H"], "coordinates": [[-1.04252, 0.26413, -1.42633], [0.87830, -0.11281, 1.16761], [-1.96850, 0.59187, -0.39649], [0.96592, 1.20495, -0.80575], [1.64999, -1.26855, 0.58885], [-0.37646, -0.28002, 1.72941], [-0.83563, -1.03396, -1.76301], [-1.11963, -1.60774, -1.04073], [-0.83278, 0.91868, -2.25506], [1.47936, 0.68570, 1.58052], [-2.83592, -0.06607, -0.31746], [-2.24495, 1.64155, -0.36952], [1.30730, 0.75511, -1.73412], [1.83962, 1.44370, -0.20976], [0.48306, 2.16572, -0.97826], [1.00400, -1.93182, 0.00916], [2.09667, -1.86061, 1.39472], [2.45707, -0.93697, -0.06447], [-1.36986, 0.32525, 0.63883], [-0.68947, 0.36195, 2.54442], [-0.84558, -1.26004, 1.70742]], "forces_ev_per_angstrom": [[1.33, -0.02, 0.21], [-0.93, -0.61, 1.15], [0.13, -0.20, 1.21], [-0.71, 0.14, -0.83], [-0.05, 0.09, -0.19], [1.42, -0.27, 0.16], [-0.09, 0.26, 0.11], [-0.04, 0.06, 0.01], [-0.03, 0.00, -0.03], [-0.08, 0.09, -0.15], [-0.04, 0.02, -0.18], [0.00, -0.01, -0.04], [0.07, 0.14, -0.15], [-0.05, -0.39, 0.28], [-0.09, 0.05, -0.25], [0.04, 0.02, 0.03], [-0.05, 0.08, -0.02], [-0.03, 0.00, -0.01], [-0.62, 0.41, -1.01], [-0.09, 0.12, -0.15], [-0.07, 0.04, -0.14]], "multiplicity": 1, "mol_weight_g_mol": 102.177, "max_force_ev_per_a": 1.6, "lumo_energy_ev": 0.85, "total_charge": 0, "e_homo_ev": -7.51}

=====

Repeat the fourth record exactly.
{"formula": "C6H14O", "method": "ωB97M-V/def2-TZVPD", "species": ["C", "C", "C", "C", "C", "C", "O", "H", "H", "H", "H", "H", "H", "H", "H", "H", "H", "H", "H", "H", "H"], "coordinates": [[-1.04252, 0.26413, -1.42633], [0.87830, -0.11281, 1.16761], [-1.96850, 0.59187, -0.39649], [0.96592, 1.20495, -0.80575], [1.64999, -1.26855, 0.58885], [-0.37646, -0.28002, 1.72941], [-0.83563, -1.03396, -1.76301], [-1.11963, -1.60774, -1.04073], [-0.83278, 0.91868, -2.25506], [1.47936, 0.68570, 1.58052], [-2.83592, -0.06607, -0.31746], [-2.24495, 1.64155, -0.36952], [1.30730, 0.75511, -1.73412], [1.83962, 1.44370, -0.20976], [0.48306, 2.16572, -0.97826], [1.00400, -1.93182, 0.00916], [2.09667, -1.86061, 1.39472], [2.45707, -0.93697, -0.06447], [-1.36986, 0.32525, 0.63883], [-0.68947, 0.36195, 2.54442], [-0.84558, -1.26004, 1.70742]], "forces_ev_per_angstrom": [[1.33, -0.02, 0.21], [-0.93, -0.61, 1.15], [0.13, -0.20, 1.21], [-0.71, 0.14, -0.83], [-0.05, 0.09, -0.19], [1.42, -0.27, 0.16], [-0.09, 0.26, 0.11], [-0.04, 0.06, 0.01], [-0.03, 0.00, -0.03], [-0.08, 0.09, -0.15], [-0.04, 0.02, -0.18], [0.00, -0.01, -0.04], [0.07, 0.14, -0.15], [-0.05, -0.39, 0.28], [-0.09, 0.05, -0.25], [0.04, 0.02, 0.03], [-0.05, 0.08, -0.02], [-0.03, 0.00, -0.01], [-0.62, 0.41, -1.01], [-0.09, 0.12, -0.15], [-0.07, 0.04, -0.14]], "multiplicity": 1, "mol_weight_g_mol": 102.177, "max_force_ev_per_a": 1.6, "lumo_energy_ev": 0.85, "total_charge": 0, "e_homo_ev": -7.51}